The following is a quantum chemistry calculation of a 16-piece molecular cluster, C50H141N9O16 overall in a non-equilibrium geometry, from the Open Molecules 2025 dataset.

Lowest unoccupied orbital energy: 0.0150 Ha
Highest occupied orbital energy: -8.874 eV
Energy above the lowest of the compared OMol25 structures with the same formula, charge and spin: 6.815 eV
Frontier orbital gap: 9.3 eV

Element x y z (Å)
C1 5.21704 5.14234 -14.60661
C2 5.80518 3.73813 -14.27983
C3 7.06091 3.83235 -13.45191
O1 8.07406 4.65319 -14.10864
C4 9.41711 4.42414 -13.54529
N1 4.64835 3.15607 -13.54331
H1 5.72675 5.54684 -15.48106
H2 5.27999 5.85915 -13.78787
H3 4.16198 5.19155 -14.87591
H4 6.23893 3.19771 -15.12120
H5 7.50005 2.83745 -13.37820
H6 6.84163 4.24184 -12.46584
H7 9.68212 3.40897 -13.84075
H8 9.28417 4.58558 -12.47554
H9 9.95948 5.32537 -13.83113
H10 3.89501 3.09239 -14.21304
H11 4.41435 3.73428 -12.74895
C5 9.19272 2.24725 -10.29777
C6 9.02493 2.66708 -8.84995
C7 9.62059 1.67159 -7.76300
O2 9.57495 2.13851 -6.39574
C8 10.05371 1.22334 -5.45531
N2 9.47278 4.03993 -8.62880
H12 9.24497 1.17502 -10.48668
H13 10.05015 2.59874 -10.87169
H14 8.31355 2.62983 -10.81622
H15 7.97293 2.62573 -8.56769
H16 10.64884 1.36499 -7.95487
H17 8.91117 0.84642 -7.82551
H18 9.82462 1.66464 -4.48533
H19 11.10265 0.93994 -5.54189
H20 9.51990 0.28974 -5.63293
H21 9.53342 4.40073 -7.68740
H22 10.45457 3.94772 -8.84716
C9 6.77792 -0.17881 -21.49612
C10 6.81583 -1.55712 -20.93630
C11 8.25743 -1.86468 -20.58836
O3 8.59273 -1.15611 -19.37293
C12 9.94023 -1.30682 -18.92777
N3 6.02023 -1.62422 -19.74341
H23 5.72603 0.08506 -21.38654
H24 7.16282 -0.10761 -22.51342
H25 7.34729 0.55926 -20.93117
H26 6.35736 -2.32509 -21.55929
H27 8.98423 -1.65502 -21.37315
H28 8.50967 -2.91735 -20.46045
H29 10.20715 -0.67548 -18.08027
H30 10.56829 -0.97112 -19.75296
H31 10.11090 -2.34141 -18.63011
H32 6.57529 -1.04923 -19.12585
H33 5.96863 -2.52398 -19.28749
C13 11.96198 -5.53226 -19.06795
C14 12.57774 -5.53893 -17.62530
C15 14.11298 -5.44538 -17.79405
O4 14.63601 -6.46665 -18.59574
C16 16.06496 -6.67122 -18.49529
N4 12.16963 -4.30973 -16.93955
H34 10.87622 -5.44755 -19.02254
H35 12.22030 -6.50731 -19.48102
H36 12.47303 -4.78284 -19.67235
H37 12.40526 -6.47312 -17.09084
H38 14.64930 -5.45208 -16.84515
H39 14.46927 -4.52365 -18.25401
H40 16.56793 -5.87088 -19.03803
H41 16.42016 -7.62293 -18.89049
H42 16.40213 -6.67928 -17.45878
H43 11.18084 -4.32924 -16.73461
H44 12.61355 -4.33349 -16.03264
C17 7.96482 -3.71084 -17.23854
C18 7.33292 -5.02654 -17.25752
C19 7.42647 -5.77603 -18.56485
O5 6.78820 -7.02579 -18.45437
C20 6.45127 -7.56625 -19.76282
N5 8.09534 -5.83284 -16.29328
H45 7.49372 -3.17750 -18.06420
H46 9.02972 -3.72136 -17.47086
H47 7.79685 -3.46469 -16.19006
H48 6.28632 -4.86455 -16.99968
H49 8.47665 -5.86658 -18.84239
H50 6.91297 -5.14239 -19.28798
H51 7.39933 -7.73615 -20.27313
H52 5.89637 -6.82100 -20.33272
H53 5.90293 -8.50591 -19.69615
H54 7.77980 -5.71568 -15.34101
H55 7.91046 -6.80354 -16.50224
C21 2.93577 -1.30342 -13.13959
C22 2.97285 -1.78873 -14.60209
C23 2.27498 -3.12136 -14.83836
O6 2.87128 -3.69711 -15.97103
C24 2.35200 -4.95580 -16.38002
N6 2.23672 -0.76155 -15.36694
H56 1.97324 -1.41552 -12.64054
H57 3.20804 -0.25359 -13.03085
H58 3.61896 -1.92014 -12.55563
H59 4.00613 -1.72070 -14.94239
H60 1.19041 -3.08629 -14.94122
H61 2.55553 -3.72451 -13.97488
H62 2.68350 -5.70978 -15.66607
H63 2.80967 -5.22729 -17.33130
H64 1.26728 -5.06260 -16.38948
H65 1.93604 -1.14615 -16.25112
H66 2.89041 0.00669 -15.41784
C25 10.95220 -5.32254 -6.20342
C26 10.11707 -4.56513 -7.28215
C27 10.50741 -4.83594 -8.74342
O7 11.73779 -4.12464 -9.01931
C28 11.92387 -2.68426 -8.90986
N7 8.73810 -4.95803 -7.02396
H67 10.64689 -6.34369 -5.97506
H68 10.79691 -4.81366 -5.25209
H69 12.00834 -5.32476 -6.47296
H70 10.07516 -3.50810 -7.01944
H71 9.69486 -4.41254 -9.33384
H72 10.61484 -5.87034 -9.06986
H73 12.96092 -2.34978 -8.93693
H74 11.43010 -2.20158 -8.06646
H75 11.50063 -2.12173 -9.74204
H76 8.10756 -4.28543 -7.43642
H77 8.49242 -4.96900 -6.04435
C29 5.50943 -4.62939 -6.24461
C30 4.73532 -3.50684 -6.77018
C31 5.39199 -2.96665 -8.08058
O8 6.80246 -3.13631 -7.97344
C32 7.39087 -2.21057 -8.82270
N8 3.33915 -4.01714 -6.83668
H78 5.76503 -5.24716 -7.10549
H79 4.88007 -5.18498 -5.54940
H80 6.42046 -4.29068 -5.75126
H81 4.75649 -2.61390 -6.14542
H82 5.07142 -1.93879 -8.25039
H83 4.95006 -3.58100 -8.86504
H84 7.03564 -2.24371 -9.85266
H85 8.47267 -2.24774 -8.95087
H86 7.14263 -1.18801 -8.53838
H87 2.67699 -3.31525 -7.13498
H88 3.00515 -4.19430 -5.90011
C33 7.86438 2.13323 -17.12526
C34 8.18421 3.47002 -17.76006
C35 9.74744 3.63574 -18.03084
O9 10.26811 3.51434 -16.66501
C36 11.63676 3.46925 -16.62124
N9 7.39675 3.69925 -18.94857
H89 6.82236 2.00468 -16.83240
H90 8.42870 2.05232 -16.19623
H91 8.27912 1.27985 -17.66176
H92 7.91578 4.19003 -16.98699
H93 9.90360 4.67252 -18.32885
H94 10.13734 2.90260 -18.73694
H95 12.04394 4.47920 -16.66931
H96 12.03544 2.91437 -17.47051
H97 11.90203 3.04824 -15.65146
H98 6.78216 2.90586 -18.83497
H99 6.86147 4.53538 -18.76292
C37 7.04019 5.59207 -10.23475
C38 5.96867 4.68453 -9.77881
O10 4.98129 5.53515 -9.25048
H100 7.21129 6.25251 -9.38467
H101 6.65737 6.02448 -11.15918
H102 8.03394 5.19438 -10.44064
H103 6.21253 3.97061 -8.99207
H104 5.59539 4.11034 -10.62678
H105 4.38101 5.93047 -9.88687
C39 10.51849 -5.53847 -12.32199
C40 12.03613 -5.37702 -12.17212
O11 12.26577 -4.01138 -11.69332
H106 9.93648 -4.79453 -12.86597
H107 10.07370 -5.46075 -11.32991
H108 10.27689 -6.52548 -12.71637
H109 12.70530 -5.31992 -13.03063
H110 12.28646 -6.14816 -11.44358
H111 11.83498 -3.82801 -10.85523
C41 6.87553 -0.07637 -14.20820
C42 7.54764 -0.29954 -12.80606
O12 8.13633 -1.52052 -12.69247
H112 6.38330 -0.98123 -14.56465
H113 7.62788 0.23849 -14.93133
H114 6.21807 0.78169 -14.06830
H115 6.78471 -0.43870 -12.04012
H116 8.29570 0.47416 -12.63320
H117 8.93298 -1.60590 -13.22129
C43 5.67150 -4.01158 -11.75244
C44 6.57828 -5.06801 -12.55414
O13 7.05586 -4.49367 -13.69638
H118 5.85441 -2.93746 -11.72226
H119 5.37229 -4.39563 -10.77721
H120 4.66444 -4.04807 -12.16788
H121 6.02766 -5.99622 -12.70686
H122 7.43152 -5.31786 -11.92353
H123 7.17929 -3.54483 -13.61854
C45 3.49675 0.87747 -18.14604
C46 4.39283 2.10582 -18.36751
O14 5.26869 1.77267 -19.42316
H124 3.07833 0.47225 -19.06736
H125 2.56139 1.06186 -17.61764
H126 4.00830 0.07495 -17.61464
H127 5.00104 2.39874 -17.51172
H128 3.71124 2.92323 -18.60285
H129 5.06038 0.84432 -19.55111
C47 10.48274 -0.34646 -14.96157
C48 11.39115 -1.37445 -14.34010
O15 10.56027 -2.43006 -13.90298
H130 9.78466 -0.75789 -15.69062
H131 11.10780 0.38285 -15.47684
H132 9.90451 0.26663 -14.27028
H133 11.88676 -0.91045 -13.48735
H134 12.21575 -1.77657 -14.92869
H135 11.10282 -3.01697 -13.37121
C49 4.13791 1.81479 -9.28220
C50 3.30208 0.96854 -10.14179
O16 3.53797 -0.40081 -9.80436
H136 5.17516 1.51994 -9.44116
H137 3.99302 1.91217 -8.20627
H138 3.99700 2.85318 -9.58218
H139 3.60456 0.99315 -11.18869
H140 2.23895 1.13803 -9.97111
H141 3.46475 -0.91027 -10.61472

Forces on the atoms, in the same order (eV/Å):
C 1.2 0.5 -1.5
C -1.4 2.3 0.7
C 1.3 0.6 0.1
O -0.5 -0.5 0.4
C -2.9 1.2 0.1
N 1.6 -2.2 -0.3
H 0.2 0.5 0.1
H 0.5 -0.1 0.2
H -0.1 -0.8 -0.1
H -1.4 -0.3 -0.6
H -0.2 -0.3 0.4
H 0.1 0.0 0.2
H 0.9 0.3 0.1
H 0.3 -0.7 0.4
H 0.6 -0.8 -0.7
H -0.3 0.1 0.4
H -0.2 0.1 -0.2
C -0.3 -0.2 -0.5
C 0.3 -0.1 3.1
C -0.5 0.0 0.0
O 0.0 1.3 -1.7
C -0.7 -0.5 -0.3
N 1.1 0.0 -1.2
H -0.4 -0.2 0.5
H 0.3 0.6 0.6
H 0.0 -0.1 -0.3
H -0.3 0.1 -0.4
H 0.1 -0.2 -0.4
H 0.4 -0.8 0.0
H 0.2 -0.3 0.0
H 0.4 0.5 -0.1
H -0.3 -0.3 0.6
H -0.8 -0.6 0.5
H 0.5 0.6 -0.4
C -0.9 0.8 -0.3
C 0.9 -1.3 0.2
C 1.8 -0.8 0.7
O -0.2 0.2 -0.1
C -0.4 -0.1 -0.9
N -0.7 1.3 1.0
H 0.0 0.6 -0.8
H -0.4 -0.2 -0.1
H 0.0 -0.3 0.4
H 0.5 0.2 -0.8
H -0.1 0.9 -0.4
H -0.6 -0.6 0.5
H -0.7 0.2 0.1
H 0.5 -0.4 0.0
H 0.4 -0.1 -0.2
H -0.3 0.1 0.9
H 0.1 -0.3 -0.4
C 0.7 -1.1 1.4
C 1.0 1.0 -1.9
C 0.9 0.4 0.0
O 0.7 -2.0 -0.3
C -0.8 0.7 0.2
N 0.2 -0.5 0.3
H 0.1 0.3 -0.2
H -0.2 0.0 -0.3
H -0.4 0.2 0.1
H -0.5 -0.1 0.0
H -0.3 -0.2 0.7
H -0.7 0.7 -0.1
H 0.2 0.1 0.0
H -0.8 -0.1 -0.4
H -0.1 0.3 0.3
H -0.3 -0.1 -0.1
H 0.1 0.3 0.4
C 0.2 0.6 -0.8
C 0.8 -2.4 0.6
C -0.5 0.8 0.1
O -0.7 -0.7 -0.9
C 1.0 0.7 0.8
N -0.3 -0.9 0.1
H -0.1 1.1 0.7
H 0.0 -0.3 0.2
H 0.1 1.4 -0.3
H -0.4 -0.4 0.1
H 0.2 -0.2 -0.2
H -0.1 0.0 -0.6
H 0.0 -0.2 -0.3
H -0.2 0.0 0.0
H 0.0 0.2 0.4
H -0.1 0.5 0.2
H 0.1 -0.3 0.0
C 0.1 -0.9 0.3
C -1.7 1.8 0.2
C 1.8 -0.6 0.7
O -0.4 -0.1 -1.3
C 0.8 -0.3 0.8
N 0.0 -0.2 0.8
H -0.3 0.0 -0.4
H 0.2 0.0 -0.3
H 0.3 0.0 0.1
H 0.2 -1.1 0.1
H -0.1 0.4 0.1
H -0.4 -0.5 0.3
H 0.1 -0.3 0.2
H -0.2 0.3 -0.1
H -0.2 0.6 -0.3
H 0.4 0.5 -0.4
H -0.4 0.3 -0.9
C 0.2 0.8 -0.4
C -0.6 -1.8 1.9
C -0.2 2.5 1.0
O 1.1 0.4 -0.2
C -1.3 0.1 -0.1
N -0.7 -0.7 -0.9
H -0.3 -0.1 -0.7
H 0.3 0.3 0.0
H 0.1 0.1 0.2
H 1.2 0.4 -0.6
H -0.2 0.1 -0.4
H 0.4 0.0 0.5
H 0.2 -1.0 0.3
H 0.1 -0.5 0.5
H -0.4 -0.4 -0.6
H -0.2 -0.2 -0.1
H 0.4 -0.1 0.2
C 1.0 -0.9 0.6
C -0.9 1.9 -0.1
C -1.8 -1.5 0.9
O -0.8 0.6 -0.3
C 0.4 1.5 -1.4
N 0.0 0.6 -1.0
H 0.1 -0.5 0.3
H 0.3 -0.2 0.1
H 0.0 -0.2 0.0
H 0.1 -0.1 0.7
H 0.4 0.2 0.0
H 0.4 -0.1 -0.5
H -0.3 -0.5 -0.2
H 0.1 -0.6 0.7
H 0.1 0.2 0.4
H 0.1 0.4 -0.6
H 0.4 -0.3 0.3
C 1.3 -0.5 0.9
C 1.8 0.2 0.4
C -2.3 0.5 2.7
O -1.2 -0.5 -1.6
C 0.8 0.4 0.2
N 0.0 -0.4 0.3
H 0.0 -0.1 -0.4
H 0.0 0.3 0.3
H -0.6 -0.1 -0.6
H 0.4 0.4 0.1
H 0.2 -0.1 -0.5
H 0.2 -0.1 0.1
H 0.3 0.3 0.0
H 0.3 -0.4 0.2
H 0.4 -0.2 -0.1
H -0.8 0.3 -1.4
H -0.3 0.1 -0.4
C 1.4 0.1 -0.1
C -0.4 -0.5 -0.4
O -1.3 0.0 1.1
H -0.1 0.6 -0.5
H 0.2 0.8 0.2
H -0.2 -0.5 -0.1
H 0.2 0.2 0.0
H -0.2 -0.3 0.0
H 0.3 -0.2 -0.3
C -0.1 -0.4 -0.3
C -1.2 2.3 0.8
O 0.4 -0.3 -0.9
H 0.6 0.1 -0.6
H 0.2 -0.3 0.2
H -0.1 -0.1 0.0
H -0.5 -1.0 -0.3
H 0.8 0.1 0.0
H -0.1 -0.7 0.4
C 0.9 0.6 1.3
C -1.4 0.2 -1.4
O 1.1 -2.5 0.1
H -0.2 0.1 0.1
H 0.0 -0.2 -0.1
H -0.5 -0.1 -0.3
H -0.3 1.3 0.2
H -0.4 0.5 0.4
H 0.5 -0.3 -0.3
C -1.4 -1.9 -0.5
C -0.5 2.1 3.0
O 0.2 -0.1 -2.5
H 1.1 -0.3 0.0
H 0.8 0.1 0.4
H -0.2 0.0 -0.8
H -0.2 0.2 -0.5
H 0.1 -0.2 0.4
H 0.1 0.2 0.5
C -0.5 0.0 0.8
C -1.2 -0.8 0.0
O -0.1 0.1 -0.1
H 0.6 0.1 -0.5
H 0.2 0.5 0.5
H 0.1 -0.1 -0.1
H -0.3 -0.1 0.3
H 0.3 0.4 -0.4
H 0.5 -0.3 -0.6
C 0.6 0.7 -1.0
C -0.2 0.2 0.8
O -0.2 -0.3 0.0
H 0.1 -0.2 0.0
H 0.0 0.1 -0.3
H 0.0 -0.4 0.4
H 0.1 0.1 0.3
H -0.3 0.2 -0.7
H 0.1 -0.4 0.5
C 1.1 1.6 0.2
C -0.7 -1.7 0.2
O 0.2 -0.7 0.4
H 0.2 0.2 0.0
H -0.6 -0.9 0.0
H 0.3 0.1 -0.3
H -0.3 1.1 -0.1
H -0.1 0.4 -0.5
H -0.1 -0.2 0.1


The following is a quantum chemistry calculation of C49H33F5InNO6P2S as an isolated structure in a non-equilibrium geometry, from the Open Molecules 2025 dataset.

Lowest unoccupied orbital energy: -0.2371 Ha
Highest occupied orbital energy: -13.120 eV
Energy above the lowest of the compared OMol25 structures with the same formula, charge and spin: 1.116 eV
Net charge: +2
Frontier orbital gap: 6.7 eV

Element x y z (Å)
In1 -0.30265 -0.22553 -0.26978
O1 2.09999 0.46877 -4.04076
C1 1.36513 0.15276 -2.97428
O2 1.16621 0.88361 -2.03836
C2 0.77377 -1.21442 -3.14568
C3 0.96820 -1.99979 -4.31074
C4 0.25883 -3.24696 -4.31721
C5 -0.41912 -3.68954 -3.17944
C6 -0.46476 -2.85777 -2.09289
N1 0.06232 -1.62509 -2.09808
C7 -1.14198 -3.14991 -0.82206
O3 -1.98505 -4.14801 -0.71526
O4 -1.04644 -2.43117 0.16081
H1 2.30978 1.43099 -3.99157
H2 1.52761 -1.64365 -5.17712
H3 0.33494 -3.86942 -5.13886
H4 -0.91224 -4.62967 -3.21058
H5 -2.16744 -4.69697 -1.46656
O5 -1.31393 -1.56661 3.85318
S1 -0.37287 -0.86329 2.94404
C8 -0.23559 0.84847 3.51879
C9 0.42681 1.18963 4.70296
C10 0.42257 2.47349 5.18205
C11 -0.18905 3.45813 4.40264
C12 -0.78091 3.14113 3.14295
C13 -0.83399 1.83814 2.71568
P1 -1.66395 1.35950 1.18457
C14 -1.83264 2.85000 0.20856
C15 -0.74485 3.28334 -0.53419
C16 -0.82708 4.42976 -1.29557
C17 -1.92597 5.24075 -1.21480
C18 -3.04016 4.75857 -0.52751
C19 -3.02798 3.55904 0.16258
C20 -3.35366 0.81100 1.68649
C21 -4.16504 -0.04116 0.86366
C22 -5.33489 -0.59090 1.33816
C23 -5.92842 -0.05721 2.53301
C24 -5.22729 0.87498 3.21201
C25 -3.93207 1.28464 2.85237
C26 1.27806 -1.58993 3.23546
C27 1.44051 -2.31302 4.43361
C28 2.65185 -2.89728 4.69769
C29 3.65174 -2.85235 3.75946
C30 3.47642 -2.20337 2.53266
C31 2.29399 -1.53945 2.28760
P2 2.11340 -0.75640 0.66009
C32 2.82878 -1.97231 -0.47325
C33 3.70615 -1.61104 -1.51892
C34 4.08205 -2.50673 -2.53516
C35 3.49389 -3.77997 -2.50770
C36 2.72549 -4.22427 -1.42711
C37 2.35644 -3.29409 -0.40998
C38 3.16075 0.73326 0.70751
C39 2.46568 1.98966 0.83086
C40 3.19110 3.10123 1.11683
C41 4.57800 3.02306 1.37093
C42 5.26019 1.79508 1.35166
C43 4.52472 0.66318 0.96542
H6 0.86730 0.46163 5.38343
H7 0.90307 2.64162 6.17585
H8 -0.31368 4.46468 4.80214
H9 -1.23323 3.96330 2.67173
H10 0.11393 2.59447 -0.62169
H11 -0.08139 4.60471 -2.09811
H12 -1.97439 6.07721 -1.88128
H13 -3.96857 5.33786 -0.55146
H14 -3.87503 3.25247 0.74153
H15 -3.67739 -0.42150 -0.07559
H16 -5.94159 -1.28459 0.77423
H17 -6.95777 -0.29595 2.91271
H18 -5.63921 1.29407 4.11233
H19 -3.40690 1.86396 3.61615
H20 0.59085 -2.40574 5.11912
H21 2.88126 -3.37608 5.66376
H22 4.63452 -3.16094 4.03199
H23 4.19726 -2.17208 1.70849
H24 4.07642 -0.61609 -1.58358
H25 4.71147 -2.19565 -3.34654
H26 3.72392 -4.42265 -3.33325
H27 2.32324 -5.23526 -1.48379
H28 1.80280 -3.64644 0.43868
H29 1.39838 2.05514 0.67938
H30 2.72460 4.05011 1.21662
H31 5.10802 3.92026 1.69094
H32 6.28477 1.61261 1.66559
H33 5.01908 -0.30946 0.83133
F1 -3.33159 -0.47971 -6.83949
C44 -3.04523 -0.16982 -5.53745
C45 -2.02311 0.68395 -5.20045
F2 -1.40813 1.42623 -6.12335
C46 -1.68895 0.85837 -3.84686
F3 -0.66865 1.69467 -3.60754
C47 -2.35179 0.19940 -2.82803
O6 -1.88309 0.29085 -1.56381
C48 -3.31908 -0.71025 -3.23918
F4 -4.04085 -1.36135 -2.31705
C49 -3.69001 -0.86688 -4.54285
F5 -4.66662 -1.77200 -4.79553

Forces on the atoms, in the same order (eV/Å):
In -0.2 -0.3 -0.3
O -0.2 0.9 0.6
C 0.4 -0.2 -1.5
O 0.1 -0.3 0.9
C 0.1 -0.7 -0.4
C -1.8 -1.0 1.0
C 1.2 2.3 1.6
C 0.5 0.8 -1.0
C 0.1 1.1 -0.1
N 0.8 -0.7 -0.4
C -1.6 -0.3 0.8
O 0.2 0.1 1.0
O 0.6 0.6 -0.2
H 0.0 -0.6 -0.1
H -0.1 -0.1 0.4
H 0.0 -1.1 -1.6
H -0.2 -0.7 0.1
H 0.1 -0.4 -1.0
O 0.4 0.3 -0.3
S -0.3 -0.4 0.4
C 1.0 -0.1 0.2
C -0.3 -1.2 0.1
C 0.1 1.0 0.2
C -0.4 -0.3 -0.3
C 1.0 0.4 2.6
C 0.4 -0.9 0.0
P -1.2 0.0 0.0
C -0.2 0.2 0.2
C 0.4 -1.1 -0.2
C 1.5 -0.3 -1.0
C -1.0 -0.9 -0.3
C -0.8 1.0 0.0
C 0.8 0.6 0.3
C -0.7 -0.2 -0.5
C 2.2 -1.0 -0.4
C -1.4 1.2 0.8
C -0.6 -0.9 -1.3
C 0.9 0.9 0.8
C 0.2 -0.3 0.7
C -0.5 0.0 1.1
C -1.2 0.7 -0.5
C 0.4 -0.5 0.9
C 0.8 1.0 -1.0
C 0.3 -0.2 0.1
C -1.0 0.0 -0.3
P 0.5 0.5 -0.1
C 0.3 -0.5 -0.8
C -0.2 -0.6 -0.3
C -1.6 -0.2 1.4
C 0.7 0.5 0.3
C -0.5 1.4 0.0
C 1.1 -0.8 -1.2
C -1.2 1.0 0.4
C 0.8 -2.1 -0.4
C 1.5 0.2 0.4
C 0.3 -0.5 0.5
C -1.2 -0.2 -0.4
C 0.2 -0.4 -0.3
H -0.1 -0.3 -0.6
H -0.6 0.2 -1.0
H 0.3 -0.2 -0.3
H -0.6 0.7 -1.1
H -0.4 0.7 -0.1
H -0.2 0.1 1.0
H -0.2 0.6 0.1
H 0.3 -0.2 0.0
H -0.4 -0.2 0.0
H -0.9 0.5 0.9
H 0.3 -0.2 -0.3
H 1.2 -0.2 -0.7
H -0.1 0.1 0.2
H 0.1 0.1 -0.6
H 0.3 0.2 -0.3
H -0.4 0.2 -0.6
H 0.5 -0.7 0.0
H 0.2 -0.3 0.8
H 0.3 0.8 0.1
H 0.2 0.1 -0.1
H 0.0 -0.5 -0.2
H 0.1 0.2 0.4
H -0.4 0.0 0.3
H 0.0 -0.1 0.1
H -0.4 0.7 0.0
H -0.1 -0.2 -0.2
H -0.1 0.6 -0.2
H -0.1 0.5 0.3
F 0.3 0.7 1.3
C -0.2 -1.0 -2.0
C -0.1 0.8 0.6
F 0.1 -0.4 0.1
C -0.3 0.2 -1.7
F -0.1 0.3 0.2
C 2.1 -0.4 1.2
O -1.1 0.0 -0.4
C -0.8 0.5 0.9
F 0.3 -0.3 0.3
C -1.0 -1.1 -0.1
F 0.8 0.8 -0.2